Record 1
A cluster of 8 separate species, C61H69N9O17 in total, computed with the ωB97M-V functional and the def2-TZVPD basis.

```
156
C61H69N9O17, DFT the ωB97M-V functional and the def2-TZVPD basis
C -1.2129 -3.7056 3.3138
N -2.7075 -3.7386 3.0490
C -3.2178 -2.3944 3.4302
O -4.6707 -2.2575 3.4106
C -5.1539 -1.9896 2.0824
O -5.0976 -2.9633 1.2757
O -5.7168 -0.7586 1.6683
C -4.7543 0.3325 1.7071
C -4.2588 0.7786 0.2193
C -3.2952 -0.4281 -0.3010
C -4.1501 -1.3224 -1.3234
C -3.3741 -2.5936 -1.9287
C -2.5257 -3.4424 -0.8658
C -1.3084 -4.2977 -1.5408
C -0.3440 -3.3447 -2.4008
C 1.2167 -3.7178 -2.3247
C 1.8068 -3.7724 -0.8229
C 3.1983 -2.9498 -0.6578
C 2.9937 -1.3700 -0.4843
N 2.5871 -0.9327 0.8795
C 1.4453 -1.2762 1.7034
C 1.4985 -0.4799 3.0295
C 2.7942 0.3994 2.9938
C 3.4224 0.0380 1.5982
H -0.9619 -2.6025 3.5450
H -0.9619 -4.3190 4.2520
H -0.5944 -4.0876 2.4309
H -3.1261 -4.4844 3.6358
H -2.8829 -2.1644 4.5099
H -2.7613 -1.6361 2.7081
H -3.8481 0.1348 2.3756
H -5.2773 1.2659 2.1383
H -3.6410 1.7449 0.2747
H -5.1423 0.8378 -0.5020
H -2.3295 -0.0019 -0.7367
H -3.0367 -1.0658 0.6119
H -5.1836 -1.5847 -0.8731
H -4.3944 -0.6340 -2.2256
H -2.7898 -2.2315 -2.8408
H -4.1922 -3.3049 -2.3416
H -2.0395 -2.8329 -0.0306
H -3.2222 -4.2015 -0.3358
H -1.7384 -5.1909 -2.1269
H -0.7370 -4.7489 -0.6377
H -0.5532 -2.2597 -2.0587
H -0.7025 -3.4265 -3.5002
H 1.7710 -2.9074 -2.9303
H 1.3830 -4.6967 -2.9145
H 2.0507 -4.8816 -0.5966
H 0.9987 -3.3688 -0.1248
H 3.7493 -3.0978 -1.6686
H 3.8837 -3.4316 0.1289
H 2.1363 -1.0574 -1.1992
H 3.9365 -0.7907 -0.7851
H 0.6153 -2.0034 1.4365
H 0.7369 -0.5117 3.8741
H 3.1616 1.1364 3.7884
H 4.4095 0.5014 1.2284
O 2.5181 3.5528 6.1885
N 3.5780 3.3383 5.6171
O 4.1505 2.2559 5.6039
C 4.2072 4.4519 4.9040
C 3.6064 5.7093 4.9253
C 4.2201 6.7693 4.2660
C 5.4203 6.5690 3.5896
C 6.0100 5.3087 3.5635
C 5.4052 4.2434 4.2221
H 2.6716 5.8785 5.4484
H 3.7642 7.7540 4.2815
H 5.8983 7.3995 3.0816
H 6.9435 5.1583 3.0321
H 5.8765 3.2669 4.1966
O 4.8980 5.3593 0.1109
N 5.2558 6.5224 0.2219
O 6.2066 6.8917 0.9003
C 4.4932 7.5434 -0.4998
C 3.3816 7.1674 -1.2522
C 2.6461 8.1433 -1.9165
C 3.0240 9.4805 -1.8305
C 4.1414 9.8485 -1.0858
C 4.8813 8.8799 -0.4160
H 3.0763 6.1296 -1.3274
H 1.7762 7.8629 -2.4986
H 2.4439 10.2403 -2.3460
H 4.4329 10.8919 -1.0249
H 5.7478 9.1799 0.1634
O -5.9366 2.8640 8.4275
N -5.2975 2.0867 9.1231
O -5.0719 2.2489 10.3140
C -4.7619 0.8817 8.4847
C -4.9650 0.6777 7.1208
C -4.4345 -0.4559 6.5134
C -3.7118 -1.3762 7.2678
C -3.5213 -1.1720 8.6315
C -4.0460 -0.0400 9.2461
H -5.5259 1.3874 6.5225
H -4.5801 -0.6225 5.4507
H -3.2937 -2.2575 6.7899
H -2.9597 -1.8944 9.2145
H -3.8877 0.1090 10.3087
O -1.5717 -7.8628 4.7313
N -2.2079 -8.6126 5.4596
O -1.7466 -9.6066 6.0018
C -3.6198 -8.3000 5.6942
C -4.1932 -7.1966 5.0650
C -5.5399 -6.9165 5.2710
C -6.3018 -7.7319 6.1029
C -5.7210 -8.8266 6.7368
C -4.3753 -9.1158 6.5341
H -3.6112 -6.5536 4.4143
H -5.9974 -6.0634 4.7804
H -7.3544 -7.5136 6.2572
H -6.3191 -9.4571 7.3865
H -3.9356 -9.9735 7.0314
O 3.3920 -3.9971 -4.0629
N 3.2703 -3.3825 -5.1116
O 2.3131 -3.4912 -5.8662
C 4.3408 -2.4574 -5.4909
C 5.4639 -2.3336 -4.6744
C 6.4890 -1.4718 -5.0504
C 6.3866 -0.7394 -6.2295
C 5.2579 -0.8596 -7.0353
C 4.2291 -1.7210 -6.6688
H 5.5561 -2.8987 -3.7532
H 7.3704 -1.3730 -4.4255
H 7.1914 -0.0718 -6.5226
H 5.1824 -0.2839 -7.9519
H 3.3565 -1.8079 -7.3071
O -1.4782 0.3064 -4.5762
N -2.4301 0.2036 -5.3379
O -3.4985 0.7812 -5.1921
C -2.2819 -0.6750 -6.5011
C -1.0934 -1.3802 -6.6834
C -0.9661 -2.2317 -7.7760
C -2.0169 -2.3710 -8.6779
C -3.1975 -1.6559 -8.4962
C -3.3351 -0.8041 -7.4049
H -0.2669 -1.2811 -5.9880
H -0.0475 -2.7906 -7.9229
H -1.9159 -3.0412 -9.5264
H -4.0124 -1.7661 -9.2041
H -4.2612 -0.2552 -7.2729
O 1.4206 5.9200 -3.4216
N 2.3285 5.7342 -4.2225
O 3.4363 5.3118 -3.9253
C 2.0707 6.0441 -5.6303
C 0.8322 6.5631 -6.0048
C 0.6002 6.8784 -7.3395
C 1.5973 6.6714 -8.2882
C 2.8284 6.1432 -7.9096
C 3.0705 5.8275 -6.5767
H 0.0469 6.7291 -5.2754
H -0.3580 7.2890 -7.6406
H 1.4145 6.9240 -9.3284
H 3.6009 5.9813 -8.6540
H 4.0350 5.4195 -6.2942
```

Summary:
**Charge**: 0
**Lowest unoccupied orbital energy**: -0.9 eV
**Frontier orbital gap**: 6.487 eV
**SMILES**: CNCOC(=O)OCCCCCCCCCCCCn1cccc1.O=[N+]([O-])c1ccccc1.O=[N+]([O-])c1ccccc1.O=[N+]([O-])c1ccccc1.O=[N+]([O-])c1ccccc1.O=[N+]([O-])c1ccccc1.O=[N+]([O-])c1ccccc1.O=[N+]([O-])c1ccccc1



Record 2
A cluster of 10 separate species, C61H83NO31 in total, computed with the ωB97M-V functional and the def2-TZVPD basis.

```
176
C61H83NO31, DFT the ωB97M-V functional and the def2-TZVPD basis
C -1.3610 -6.2504 -2.2235
C -0.3875 -5.9695 -3.4736
C 0.7245 -4.8627 -3.0843
O 0.2496 -4.0051 -2.0189
C 0.3979 -2.6047 -2.3273
C 0.8082 -1.7370 -1.0205
C -0.1100 -1.6493 0.2553
C 0.2674 -0.7753 1.5023
C 1.5893 0.0818 1.5722
C 1.9318 1.0081 2.8456
C 0.8929 2.2717 2.7853
C -0.2546 2.0374 3.8848
C -1.3430 3.2163 3.7667
C -2.6523 2.7994 2.8948
C -2.9214 4.0468 1.8888
C -4.0139 3.7280 0.7518
C -3.5751 2.5320 -0.2535
C -4.8238 1.5572 -0.5959
C -5.1956 1.6105 -2.1611
C -6.5742 2.4698 -2.3732
C -7.7480 1.4485 -2.7997
O -7.9117 0.3463 -1.8646
C -8.8495 0.6977 -0.8025
C 2.5010 -0.0139 0.3023
C 2.1272 -0.8941 -0.9529
C 3.1577 -0.8555 -2.1981
O 3.5137 -1.8664 -2.8495
C 3.7421 0.6181 -2.5135
C 3.9300 1.1990 -3.9328
C 4.4645 2.6734 -4.0407
C 4.7943 3.5536 -2.7971
N 5.2577 4.9619 -2.8722
C 4.1365 5.6970 -2.7275
C 3.3893 6.3363 -4.0226
C 3.4555 6.0277 -1.3131
C 4.6375 2.9498 -1.3543
C 4.1105 1.5021 -1.2599
C 3.8741 0.8304 0.1916
O 4.7119 0.9389 1.1217
H -0.7300 -6.2670 -1.2647
H -2.1317 -5.3958 -2.1546
H -1.8814 -7.2876 -2.2722
H 0.0643 -6.9762 -3.8009
H -1.0094 -5.5599 -4.3541
H 1.6301 -5.4582 -2.6774
H 1.0040 -4.3236 -4.0502
H -0.6319 -2.1739 -2.6451
H 1.1131 -2.3686 -3.1831
H -1.1000 -2.2176 0.3021
H -0.4374 -0.7046 2.4078
H 2.9783 1.4590 2.8091
H 1.8500 0.4349 3.8434
H 0.4707 2.4415 1.7351
H 1.4419 3.2421 3.0756
H -0.8042 1.0437 3.7160
H 0.2019 1.9935 4.9317
H -0.8469 4.1494 3.3249
H -1.7061 3.4362 4.8428
H -2.4664 1.8250 2.3306
H -3.5596 2.6781 3.5760
H -3.2910 4.9255 2.5168
H -1.9333 4.2985 1.3402
H -5.0346 3.5376 1.2317
H -4.1126 4.6664 0.1027
H -2.7328 1.8979 0.1837
H -3.2043 2.9979 -1.2446
H -4.4750 0.4845 -0.3751
H -5.7570 1.7643 0.0318
H -5.4155 0.5556 -2.5732
H -4.3568 2.0601 -2.7994
H -6.8011 3.0058 -1.3860
H -6.4352 3.2184 -3.2234
H -7.5174 1.0134 -3.8461
H -8.7228 2.0450 -2.8790
H -8.3881 0.3811 0.1974
H -9.0141 1.8409 -0.7551
H -9.8565 0.1697 -0.9354
H 3.6737 0.5659 -4.8445
H 4.5982 3.0721 -5.1093
H 3.3952 7.4677 -3.8588
H 4.0360 6.0306 -4.9167
H 2.3427 5.8952 -4.1622
H 2.8457 6.9906 -1.3014
H 4.1998 5.9850 -0.4416
H 2.6977 5.1688 -1.1232
H 4.8850 3.5655 -0.4136
O -5.7438 6.2888 2.4786
C -5.9892 5.8280 3.5557
O -5.0911 5.1528 4.3261
C -5.6891 4.9726 5.6022
C -7.1554 5.0590 5.3043
O -7.2022 5.9101 4.1685
H -5.4065 4.0097 6.0308
H -5.3490 5.7714 6.2677
H -7.5864 4.0893 5.0378
H -7.7248 5.4842 6.1322
O 1.1790 10.4615 -4.0352
C 1.8070 10.4030 -5.0527
O 2.7929 11.2757 -5.3995
C 3.4388 10.7446 -6.5468
C 2.3903 9.8574 -7.1442
O 1.6271 9.4539 -6.0150
H 3.7453 11.5430 -7.2242
H 4.3258 10.1892 -6.2279
H 1.7366 10.3917 -7.8398
H 2.8174 8.9919 -7.6532
O 10.4080 -1.3787 3.7081
C 9.5217 -0.8200 3.1237
O 8.7643 -1.3909 2.1495
C 7.6926 -0.4965 1.8747
C 8.2352 0.8264 2.3200
O 9.1464 0.4680 3.3509
H 7.4393 -0.5070 0.8138
H 6.8168 -0.8055 2.4520
H 8.7835 1.3429 1.5267
H 7.4569 1.4887 2.7014
O -2.1903 -0.8460 3.4047
C -2.1656 -1.8706 4.0315
O -2.7392 -2.0361 5.2528
C -2.6897 -3.4220 5.5507
C -1.5506 -3.9111 4.7116
O -1.5589 -3.0127 3.6099
H -2.5206 -3.5828 6.6168
H -3.6434 -3.8776 5.2688
H -0.5879 -3.8330 5.2251
H -1.6903 -4.9400 4.3769
O -2.0095 -9.2561 -3.4357
C -1.4083 -9.7681 -4.3376
O -0.0515 -9.8380 -4.4142
C 0.2619 -10.7062 -5.4966
C -0.9629 -10.6318 -6.3551
O -1.9951 -10.3536 -5.4175
H 1.1579 -10.3691 -6.0186
H 0.4371 -11.7120 -5.1033
H -0.9158 -9.8156 -7.0821
H -1.1590 -11.5658 -6.8837
O 2.9055 -10.9712 -6.8880
C 3.7199 -10.8484 -6.0156
O 3.7529 -11.6039 -4.8850
C 4.9773 -11.3139 -4.2240
C 5.3240 -9.9506 -4.7399
O 4.7275 -9.9354 -6.0297
H 4.8476 -11.3298 -3.1410
H 5.7176 -12.0689 -4.5043
H 4.8844 -9.1504 -4.1374
H 6.4012 -9.7918 -4.8078
O -1.3656 -2.3779 9.0634
C -1.4316 -1.1981 8.8442
O -0.3582 -0.3625 8.8035
C -0.8154 0.8837 8.2985
C -2.2775 0.8630 8.6223
O -2.5918 -0.5227 8.6054
H -0.2932 1.7125 8.7791
H -0.6251 0.9204 7.2217
H -2.4914 1.2619 9.6183
H -2.8747 1.4054 7.8875
O -14.5289 -1.7375 -0.8292
C -13.6164 -1.9058 -1.5854
O -12.5435 -1.0741 -1.6938
C -11.5892 -1.7284 -2.5185
C -12.4282 -2.6780 -3.3185
O -13.5174 -2.9538 -2.4493
H -11.0601 -1.0087 -3.1454
H -10.8652 -2.2439 -1.8806
H -12.8141 -2.2247 -4.2364
H -11.8929 -3.5939 -3.5737
O 13.2616 3.6681 6.2363
C 13.3004 2.6117 5.6722
O 12.3865 1.6173 5.8384
C 12.6485 0.6377 4.8417
C 14.0924 0.8668 4.5142
O 14.2662 2.2515 4.7817
H 12.4618 -0.3658 5.2251
H 11.9915 0.8187 3.9871
H 14.7646 0.2945 5.1606
H 14.3246 0.6399 3.4725
```

Summary:
**Charge**: 0
**Lowest unoccupied orbital energy**: -0.9 eV
**Frontier orbital gap**: 7.478 eV
**SMILES**: CCCOCc1ccc(CCCCCCCCCCCCOC)c2c1C(=O)c1ccc(N=C(C)C)cc1C2=O.O=C1OCCO1.O=C1OCCO1.O=C1OCCO1.O=C1OCCO1.O=C1OCCO1.O=C1OCCO1.O=C1OCCO1.O=C1OCCO1.O=C1OCCO1